[1]
6 unconnected molecules or ions with the total composition C22H30BBrNO16. Source: the OMol25 dataset; level of theory: the ωB97M-V functional and the def2-TZVPD basis.

Properties
* HOMO: -5.5 eV
* orbital gap: 0.264 Eh

```
! RIJCOSX wB97M-V def2-TZVPD def2/J DEFGRID3
* xyz -1 1
C -0.435 6.122 -0.370
C -0.672 4.709 -0.919
O 0.397 3.828 -0.669
B 0.614 3.407 0.695
Br 2.362 4.356 1.438
C 0.844 1.802 0.724
C -0.033 0.984 -0.008
C 0.143 -0.397 -0.054
N 1.117 -1.032 0.602
C 1.939 -0.277 1.330
C 1.851 1.111 1.411
H -0.864 6.251 0.628
H 0.640 6.302 -0.295
H -0.865 6.878 -1.037
H -0.803 4.752 -2.008
H -1.605 4.307 -0.499
H -0.293 3.714 1.444
H -0.848 1.431 -0.574
H -0.530 -1.022 -0.635
H 2.727 -0.802 1.869
H 2.577 1.658 2.005
C -3.674 -0.093 2.667
C -3.902 -0.779 1.334
O -4.277 0.331 0.498
C -3.790 1.469 1.037
O -3.816 2.535 0.511
O -3.297 1.230 2.276
H -2.886 -0.546 3.261
H -4.591 -0.026 3.260
H -2.997 -1.238 0.948
H -4.701 -1.513 1.352
C 3.136 1.482 -1.590
C 2.701 0.188 -2.248
O 3.886 -0.194 -2.979
C 4.950 0.395 -2.391
O 6.086 0.137 -2.671
O 4.564 1.286 -1.476
H 2.699 1.641 -0.612
H 2.956 2.359 -2.210
H 2.474 -0.591 -1.518
H 1.868 0.299 -2.934
C -8.190 -1.625 4.288
C -7.514 -2.155 5.543
O -6.555 -3.069 5.005
C -6.282 -2.710 3.728
O -5.402 -3.150 3.066
O -7.153 -1.758 3.314
H -8.495 -0.585 4.352
H -9.037 -2.240 3.982
H -6.983 -1.373 6.088
H -8.182 -2.684 6.217
C 0.373 -5.066 2.729
C 1.250 -4.709 1.539
O 0.306 -4.139 0.637
C -0.740 -3.670 1.343
O -1.608 -2.993 0.895
O -0.678 -4.104 2.626
H 0.866 -4.963 3.691
H -0.058 -6.065 2.640
H 1.996 -3.949 1.780
H 1.731 -5.564 1.071
C 5.999 -0.534 -5.931
C 7.046 0.558 -6.015
O 7.381 0.544 -7.412
C 6.345 0.013 -8.099
O 6.251 0.011 -9.286
O 5.436 -0.514 -7.253
H 5.229 -0.347 -5.190
H 6.437 -1.517 -5.757
H 6.644 1.539 -5.759
H 7.934 0.365 -5.422
*
```

Atomic partial charges in e from the Löwdin method, atoms 1 to 6: atom 1 (C): -0.093, atom 2 (C): -0.303, atom 3 (O): -0.162, atom 4 (B): -0.979, atom 5 (Br): 0.447, atom 6 (C): -0.191



[2]
2 unconnected molecules or ions with the total composition CH3FO2 at a distorted geometry. Source: the OMol25 dataset; level of theory: the ωB97M-V functional and the def2-TZVPD basis.

Properties
* HOMO (spin up / spin down): -10.7 / -10.7 eV
* ΔE to the lowest compared entry with this formula, charge and spin: 116.9 kcal per mole
* orbital gap (spin up / spin down): 0.349 / 0.350 Eh

```
! RIJCOSX wB97M-V def2-TZVPD def2/J DEFGRID3
* xyz 0 1
C -1.042 0.371 0.042
O 0.257 -1.478 0.194
O -0.772 -0.761 -0.357
F 2.225 0.315 -0.086
H -1.836 0.834 -0.533
H -0.362 1.084 0.709
H 1.530 -0.365 0.031
*
```

Atomic partial charges in e from the Löwdin method, atoms 1 to 6: atom 1 (C): 0.076, atom 2 (O): -0.146, atom 3 (O): -0.083, atom 4 (F): -0.155, atom 5 (H): 0.108, atom 6 (H): 0.173



[3]
A gas-phase ion, C3H3BrN3O2S (charge -1) at a distorted geometry. Source: the OMol25 dataset; level of theory: the ωB97M-V functional and the def2-TZVPD basis.

Properties
* HOMO: -4.4 eV
* ΔE to the lowest compared entry with this formula, charge and spin: 0.0 kcal per mole
* orbital gap: 0.278 Eh

```
! RIJCOSX wB97M-V def2-TZVPD def2/J DEFGRID3
* xyz -1 1
C -1.754 -0.902 0.074
C -0.838 0.053 0.305
C 1.732 -0.171 -0.009
N -1.195 -2.132 -0.204
N 0.105 -1.937 -0.261
N 0.385 -0.656 -0.014
O -0.126 2.509 1.172
O 0.094 1.979 -1.212
S -0.823 1.985 -0.036
Br -3.529 -0.676 0.389
H 2.198 -0.565 0.820
H 2.154 -0.410 -1.088
H 1.597 0.923 0.066
*
```

Atomic partial charges in e from the Löwdin method, atoms 1 to 6: atom 1 (C): -0.911, atom 2 (C): -0.305, atom 3 (C): -0.049, atom 4 (N): -0.032, atom 5 (N): -0.011, atom 6 (N): -0.200



[4]
A single CH2N4O molecule at a distorted geometry. Source: the OMol25 dataset; level of theory: the ωB97M-V functional and the def2-TZVPD basis.

Properties
* SMILES: Oc1nnn[nH]1
* HOMO: -10.8 eV
* ΔE to the lowest compared entry with this formula, charge and spin: 42.7 kcal per mole
* orbital gap: 0.408 Eh

```
! RIJCOSX wB97M-V def2-TZVPD def2/J DEFGRID3
* xyz 0 1
O -1.468 -0.608 -0.921
C -0.420 -0.011 -0.365
N -0.117 1.222 -0.645
N 1.020 1.488 0.048
N 1.473 0.469 0.627
N 0.530 -0.598 0.464
H -1.505 -1.548 -0.705
H 0.485 -0.414 1.497
*
```

Atomic partial charges in e from the Löwdin method, atoms 1 to 6: atom 1 (O): 0.124, atom 2 (C): -0.478, atom 3 (N): 0.087, atom 4 (N): -0.039, atom 5 (N): -0.038, atom 6 (N): 0.064



no.,E (eV),M (g/mol)
1,-128274.21602,655.189
2,-7893.18805,66.031
3,-92602.26194,225.047
4,-9074.44430,86.054